Computed, not measured: C3H3ClN2O in the gas phase, with wB97M-V/def2-TZVPD.

The energy above the lowest of the compared OMol25 structures with the same formula, charge and spin is 276.92 kJ/mol. Its spin multiplicity is 1. For the HOMO-LUMO gap, the calculation gives 9.42 eV. Its calculated total energy is -760.95606 a.u. As for the SMILES: [H]/N=C1\CN(Cl)C1=O.

Bonds (Å) are listed after each position.
Atoms and positions in Å:
1 H -2.30 0.76 -0.60  N2 1.062
2 N -1.52 1.40 -0.25  H1 1.062, C3 1.238
3 C -0.60 0.63 0.05  N2 1.238, C4 1.480, C7 1.514
4 C -0.44 -0.84 0.12  C3 1.480, N5 1.699, H9 1.132, H10 1.071
5 N 1.20 -0.52 0.39  C4 1.699, Cl6 1.715, C7 1.489
6 Cl 2.52 -1.44 -0.21  N5 1.715
7 C 0.89 0.91 0.13  C3 1.514, N5 1.489, O8 1.199
8 O 1.61 1.87 0.09  C7 1.199
9 H -0.87 -1.33 1.05  C4 1.132
10 H -0.49 -1.45 -0.76  C4 1.071